This record from the OMol25 dataset describes one molecule with the formula C21H18N4O2S2. The level of theory is ωB97M-V/def2-TZVPD.

Cartesian coordinates (Å):
H -0.681 3.332 -3.394
H 2.045 1.704 0.535
N 1.161 2.165 0.683
C -4.700 -1.765 -0.318
N -0.631 2.909 1.780
N -0.383 -0.158 2.115
C -1.307 -0.784 1.369
H -5.364 -1.021 0.112
O 0.709 -3.283 -0.231
C -0.817 3.126 0.437
C -1.049 -1.871 0.541
C -1.809 3.746 -1.622
C -0.696 3.267 -2.316
H 0.332 1.709 3.894
C 0.831 -0.581 2.009
C -3.314 -1.581 0.190
H -1.258 -3.891 -1.197
H 3.458 -2.770 -1.691
C -2.255 -3.477 -1.084
C 0.528 2.334 1.885
C 0.301 -2.359 0.443
H 1.862 2.569 3.552
H 1.241 2.332 -2.195
C -2.219 -2.326 -0.136
S 2.048 0.316 2.908
C 0.308 2.647 -0.277
H -2.751 4.049 0.292
C 1.122 1.868 3.162
H 4.004 1.488 -1.450
C 3.923 -0.629 -2.129
H -2.628 4.171 -2.183
H 3.169 -1.692 1.972
H 4.259 -0.628 -3.145
H 2.680 -3.049 0.904
H -2.622 -3.156 -2.058
H -4.722 -1.672 -1.404
H -2.924 -4.253 -0.713
C 3.510 -1.752 -1.369
C -1.890 3.685 -0.246
N 1.219 -1.627 1.237
O 3.347 0.066 -0.095
C 0.382 2.709 -1.658
C 3.177 -1.278 -0.136
H -5.069 -2.758 -0.062
C 2.626 -1.971 1.066
S -2.957 -0.304 1.328
C 3.802 0.444 -1.306

Calculated values
LUMO energy: 0.0185 Ha
ΔE to the lowest compared entry with this formula, charge and spin: 0.0 kJ/mol
Spin multiplicity: 1
Strongest force on any atom: 0.97 eV Å⁻¹


This record from the OMol25 dataset describes CHCl2FS2 as an isolated structure. The level of theory is ωB97M-V/def2-TZVPD.

Cartesian coordinates (Å):
C -0.056 0.978 0.444
Cl 0.826 1.727 -0.798
S -0.337 -2.161 -0.284
H 0.653 -1.821 -1.174
S -1.225 -0.525 -0.858
Cl 0.944 0.044 1.545
F -0.804 1.760 1.126

Calculated values
LUMO energy (alpha / beta): 0.0163 / -0.1126 Ha
ΔE to the lowest compared entry with this formula, charge and spin: 0.0 kJ/mol
⟨S²⟩: 2.01
Spin multiplicity: 3
Strongest force on any atom: 3.56 eV Å⁻¹